12 unconnected molecules or ions with the total composition C56H132B3Cl2F12N7O3 at a distorted geometry, computed with wB97M-V/def2-TZVPD.

Structure (XYZ):
```
215
C56H132B3Cl2F12N7O3 (wB97M-V/def2-TZVPD)
C -8.1763 -1.6201 1.1616
H 7.5768 -0.9047 1.3693
C 7.2061 9.6915 1.8322
C 8.1480 7.6863 -2.4770
F -4.4899 3.4777 2.3926
H 8.4823 8.7123 -2.6314
H -8.8627 3.9441 -6.1738
H -6.8123 -1.6629 -5.8343
C -10.8211 -2.9049 2.1242
H 5.5507 9.0463 -0.5356
C -0.8373 -1.5690 1.0960
B -5.4234 4.0770 1.5232
C 7.9983 -2.1039 -0.2786
C -6.2147 -5.6597 3.5546
N 6.8397 7.7064 -1.6737
H -0.9769 -7.9812 -5.2484
H -2.3654 -0.1707 7.0916
H 11.5081 1.6766 -4.4780
H 5.4982 6.2157 -0.6999
H 6.6724 7.6732 1.1863
C -6.4194 -3.3590 3.3250
F 2.7622 -7.1935 1.1390
H -4.2412 -7.3203 10.5436
N -7.3293 2.6396 -5.3746
C 1.7866 -5.8332 -4.2099
H 3.4486 -4.4710 -2.9419
H 9.8683 -2.0551 -1.3756
H 8.2998 8.1811 0.6183
O -5.8669 -4.4333 4.1189
C -6.8256 1.2437 -5.5785
C -6.2923 4.9403 -5.4696
H 7.3537 9.2990 2.8384
Cl 4.6570 3.2488 2.7430
H 0.5144 -6.6529 7.5680
H -3.6345 -2.2271 7.1810
C 5.8154 7.9384 -2.8600
H 0.2964 -5.7079 -5.9182
H -5.9694 -2.4422 3.7058
H -0.4495 -3.2923 9.2300
H 2.7463 -2.8494 -5.6623
C 0.7471 -6.4523 -5.2618
H -5.8897 1.0918 -5.0407
H -6.3936 3.5438 -7.2002
N 9.3446 -0.0887 -0.5792
F -5.7393 3.1420 0.5376
H 7.2960 6.0717 -0.3114
H -7.8408 5.2870 -4.1400
H -3.6704 -3.4982 9.3935
F 2.6578 -6.6090 3.2733
H 2.3524 -6.6580 -3.7767
C 3.6136 -5.3317 -6.0460
H -7.2711 -5.9118 3.6474
B 1.1190 10.9488 -1.8544
H 5.7873 8.9996 -3.1071
H -7.5877 -0.6775 5.6375
C -10.0151 -1.7764 2.7289
C -0.0289 -6.3000 8.4447
H -6.8373 5.7521 -5.9513
H 1.9609 0.7994 0.0156
C -1.5634 -0.8576 7.3620
H -9.1909 -0.8906 5.2465
F 0.0381 10.1120 -2.1168
H -10.6695 -3.9496 2.3957
H -6.3465 4.7502 -3.2292
H 1.0773 3.0625 -2.0891
C 8.1480 0.8712 -0.6899
H 8.8727 7.1803 -1.8391
H -2.1147 1.1835 -2.3660
H 10.4075 1.6563 -1.0006
H -6.2960 -1.2585 -4.2881
H -8.2692 0.3271 2.8423
H 0.4924 0.7253 -2.7747
H 3.0280 -5.7874 -6.8444
F 2.9138 -5.0372 1.5623
H -7.7879 -2.1197 -4.5717
C -0.0505 4.4212 -0.7553
C 9.5656 -0.6300 0.8020
H 0.8444 -5.8580 8.9245
C -7.2883 3.1367 -4.0016
H 1.3106 -5.1292 -3.5274
C 3.9788 -4.5405 -3.8918
C 8.9664 -1.4467 -1.3076
H -1.1164 -1.1780 6.4209
H -11.8808 -2.8798 2.3780
H 7.8801 1.0294 -1.7346
C -1.4605 2.0283 -2.1503
H -0.9196 -7.0036 -3.8578
B 3.2109 -6.2971 2.0745
H -7.1177 -1.5999 0.9024
H -0.2999 -4.6102 10.4946
H 8.0950 5.8935 -3.6431
H -2.1448 2.6610 -1.5851
H -2.1660 -3.0896 6.8397
H 2.4996 0.8730 -1.6527
H 6.6775 5.5473 -1.8605
C -7.7090 0.1524 -4.8538
C 0.6248 3.0893 -1.0978
C 7.9011 6.9570 -3.7831
H 10.5270 -1.1422 0.7642
C -0.2669 -7.5152 -4.5651
H -2.0503 -5.9924 7.5206
H -5.4160 3.1358 -5.8260
H 4.2788 -4.6208 -6.5359
H -8.5276 0.1477 -5.5735
H -8.7242 2.4944 -7.1030
C -8.3230 -0.3195 4.9169
H 7.7846 10.6095 1.7286
O -1.4949 -0.8756 0.0591
N -8.4142 -1.8123 2.6199
F 4.5811 -6.4127 2.1389
N -2.0183 -4.7882 9.1948
H 11.5621 0.2344 -0.8553
H 9.6460 0.1429 1.5664
H 1.2714 -3.3711 -4.7282
H -1.4442 -3.2159 10.6362
H 1.3505 2.8196 -0.3306
H 12.5674 1.1599 -3.3101
C 7.2579 8.4770 0.7400
H -1.4457 2.5204 0.5436
H -8.2086 -3.9003 2.4446
H 5.8909 6.1487 -4.0060
C -1.2502 -5.4500 8.0243
H -8.6870 -2.4136 0.6161
C 10.6257 0.6200 -1.2587
C 4.5556 -6.3603 -5.4436
H -2.7961 -5.0922 11.0153
C -3.7807 -6.7118 9.7653
H -1.5505 -1.7714 1.8951
H 1.5055 -3.9023 -6.3758
C -7.9761 -3.1781 3.2271
H 7.2901 0.3161 -0.3104
H 11.6040 2.6258 -3.0477
H -6.7325 1.1469 -6.6602
C 4.9815 -5.7008 -4.1857
C 6.5264 6.2690 -1.0577
C -2.7600 -2.6741 7.6537
H -6.0334 -5.6047 2.4812
H -4.6205 -6.0665 9.5076
C 6.3629 7.1313 -4.0059
Cl -2.2159 0.6098 -6.9654
H -0.2667 1.4442 1.0565
H 8.6442 -1.3115 -2.3400
H -7.9866 0.4013 -3.8295
N 2.7833 -4.8170 -4.8543
H 0.7571 5.1213 -0.5416
H -3.9331 -4.5628 8.0621
H -10.2621 -1.8451 3.7883
H -10.8205 -2.8352 1.0364
C 11.5704 1.5925 -3.3931
N -0.3746 1.7998 -1.1593
H 8.1434 -3.1808 -0.3640
H -2.9501 0.6446 -0.1876
H -8.4573 0.7310 5.1747
C 0.3877 0.5744 -1.7003
H 0.0093 -0.9394 1.3699
H -10.3265 -0.7862 2.3964
C 6.6128 8.8362 -0.6610
C -7.1996 -1.2619 -4.8976
H -9.4757 2.5051 -5.3784
C 8.4453 -1.5096 1.1086
H -0.7541 4.4761 0.0754
H 10.6517 -0.3879 -3.0720
H -0.4231 -7.2020 8.9128
C -6.3447 3.6281 -6.1146
C -7.8634 -0.5253 3.3870
H 5.9873 -5.3102 -4.3404
C 2.0334 -3.6479 -5.4567
C -0.9555 -3.9204 9.9631
H -8.1743 2.8345 -3.4434
H 8.6046 -2.2614 1.8815
H 2.0467 -0.6615 -0.9541
H 9.5673 0.9031 -3.0643
H 6.9901 -1.8787 -0.6264
H 6.2212 10.1481 1.7347
C -2.0339 0.3977 0.3487
F 1.4273 10.7386 -0.5110
F 0.8102 12.2166 -2.0642
H -0.9784 -0.0646 7.8278
H -2.3778 0.4138 1.3829
H -6.0281 -3.4486 2.3117
C 1.7850 0.3963 -0.9817
C -8.7231 2.8673 -6.0787
H 5.4042 -6.6930 -6.0413
H -8.5151 -3.2901 4.1679
H 5.0396 -6.4783 -3.4240
C 10.5747 0.6463 -2.7366
H 0.2242 -8.3957 -4.1508
H 7.0604 9.7394 -1.0758
H 1.0996 -7.1023 -6.0626
H -6.3978 2.6985 -3.5509
H -0.9714 2.5048 -2.9998
H 8.3734 1.7568 -0.0959
H -8.5291 -0.6142 0.9336
C -7.0034 4.5915 -4.0844
H -3.5968 -7.3594 8.9080
H -1.7012 -6.4270 10.5523
F 2.1776 10.5477 -2.5545
H 4.3977 -3.5959 -4.2387
H -5.5571 -6.3578 4.0726
C -0.9737 1.5863 0.2392
H -0.4937 -2.4968 0.6387
H -0.9227 -4.7076 7.2965
H -5.2589 5.2460 -5.6330
C -3.1769 -3.9257 8.5207
H 6.2122 7.4591 -5.0345
H 4.8771 7.5757 -2.4402
H -0.2911 -0.2783 -1.7127
O -2.0604 -1.6950 8.3117
C -2.5476 -5.8158 10.2389
H -0.6949 4.7580 -1.5674
H 3.9951 -7.2821 -5.2875
H 8.5916 7.3930 -4.5050
H -6.7850 -0.4075 3.2809
F -6.5357 4.2888 2.2739
F -4.9842 5.2902 0.9773
```

Output
Total charge: +2
Total energy: -5014.7602 a.u.
LUMO energy: -3.6 eV

Atom charges from the Löwdin analysis, given in e for atoms 1 to 5:
1. C 0.00
2. H 0.12
3. C -0.06
4. C -0.12
5. F 0.06